Version i
{"formula": "CH5NP2", "method": "ωB97M-V/def2-TZVPD", "symbols": ["N", "H", "H", "H", "H", "H", "C", "P", "P"], "xyz": [[0.486, -0.618, -1.557], [-0.338, -0.686, -3.779], [-0.822, 0.322, 0.823], [-0.055, 1.469, -0.114], [0.338, 1.159, 1.637], [0.898, -1.818, 0.766], [0.142, 0.728, 0.633], [-0.533, 0.098, -2.468], [1.332, -0.400, -0.101]], "gap_ev": 8.05, "e_lumo_ev": -0.65, "spin_multiplicity": 1, "charge": 0, "molar_mass_g_mol": 93.0}

=====

Version ii
{"formula": "CH5NP2", "method": "ωB97M-V/def2-TZVPD", "symbols": ["P", "C", "H", "N", "H", "P", "H", "H", "H"], "xyz": [[-0.314, 2.331, 0.707], [-0.152, -2.768, 0.633], [-2.055, 0.504, -0.233], [0.866, -2.644, 0.095], [0.991, 2.164, 1.183], [-0.643, 0.236, 0.036], [-0.465, 0.158, -1.335], [1.544, -2.284, -0.547], [0.228, 2.303, -0.539]], "gap_ev": 9.60, "e_lumo_ev": 0.77, "spin_multiplicity": 1, "charge": 0, "molar_mass_g_mol": 93.0}

=====

Name the least stable of them. version ii.

=====

Version i
{"formula": "C9H58NO21", "method": "ωB97M-V/def2-TZVPD", "symbols": ["H", "H", "O", "H", "H", "H", "H", "N", "O", "H", "H", "O", "C", "O", "H", "C", "O", "C", "H", "H", "H", "H", "H", "H", "H", "H", "H", "H", "H", "H", "H", "H", "H", "H", "C", "H", "H", "H", "H", "O", "O", "H", "C", "H", "H", "H", "O", "O", "H", "O", "H", "H", "O", "H", "O", "O", "O", "H", "C", "O", "C", "H", "H", "H", "H", "H", "H", "H", "O", "H", "H", "C", "H", "H", "H", "H", "C", "O", "O", "H", "H", "O", "H", "O", "H", "O", "H", "H", "H"], "xyz": [[0.207, 3.265, 0.293], [0.663, 2.708, -2.751], [-0.688, 0.831, -3.746], [-1.123, -1.784, 0.215], [1.130, -0.639, -2.720], [-0.010, -2.692, -1.606], [-1.044, -1.859, -2.822], [0.219, 0.147, -1.151], [2.601, 1.962, 0.766], [1.497, 0.625, -1.997], [2.175, 0.119, 0.844], [1.869, 1.549, 2.804], [-1.463, 0.746, 0.636], [0.037, 2.337, 2.471], [2.978, -0.763, -0.422], [-0.244, -1.378, 0.716], [0.728, 2.213, -3.567], [0.787, -1.023, -0.364], [-0.473, -3.035, 0.242], [-1.924, -1.257, -0.817], [0.169, -1.243, 4.361], [-1.932, 1.629, 1.071], [3.543, -2.159, 0.423], [-3.055, -2.106, 0.303], [1.483, -3.047, -0.714], [-0.401, 4.229, -1.093], [-3.326, 0.455, 3.278], [-1.671, -3.071, -3.479], [-1.452, 0.308, -3.503], [-1.386, -0.608, 2.395], [-2.408, 3.704, 1.644], [-0.623, 2.821, -2.069], [-1.588, -3.806, -0.431], [2.850, 2.886, 0.758], [-1.330, 2.205, -1.512], [2.666, 1.068, -1.144], [1.898, 1.899, 0.119], [-0.023, 2.065, 1.555], [1.861, -1.806, -3.349], [-1.023, -2.879, 2.539], [1.167, -1.168, -3.516], [0.661, 1.297, -3.298], [-0.793, -0.223, 1.565], [0.053, -2.184, 1.387], [1.597, -2.007, -2.011], [-2.533, 1.016, 2.117], [-0.105, -1.154, 3.448], [-0.678, -3.885, -0.146], [2.388, -0.688, 3.008], [-3.200, 1.503, 1.257], [0.701, -0.945, 2.975], [2.554, -3.296, -1.138], [1.842, -3.832, -1.488], [2.428, -1.638, 0.941], [1.560, -0.471, 2.581], [2.310, 1.128, -2.030], [-2.296, -2.637, 0.543], [2.387, -3.078, 0.757], [0.549, 2.244, 0.125], [-1.588, -2.121, -3.565], [2.149, -0.815, 0.283], [-2.501, 2.138, 1.102], [0.920, 1.959, 1.109], [1.135, -3.739, -0.849], [-1.712, 3.711, 0.300], [-0.871, 3.717, -2.438], [-1.421, -3.052, 3.392], [0.066, 0.202, 2.084], [-1.754, -0.953, -1.709], [2.224, 2.207, 3.402], [-0.809, -1.946, 2.559], [-0.472, 1.290, -0.517], [-3.099, 0.858, 0.556], [-1.976, 1.667, -2.205], [-0.218, 0.967, -2.923], [1.484, 2.413, -0.409], [0.908, -2.262, -1.206], [-0.096, 3.775, -1.879], [0.510, 0.227, -2.679], [-2.022, 2.900, -1.037], [-0.050, 1.524, 2.969], [-2.332, 3.209, 0.828], [-2.097, -2.380, 1.443], [-2.442, 0.716, 3.021], [1.557, 0.485, 2.534], [3.158, -3.005, 0.194], [1.722, 2.024, 1.985], [-2.262, 0.261, 0.075], [-0.874, -0.576, -1.669]], "gap_ev": 4.61, "e_lumo_ev": 1.45, "spin_multiplicity": 1, "charge": -1, "molar_mass_g_mol": 516.5}

=====

Version ii
{"formula": "C9H58NO21", "method": "ωB97M-V/def2-TZVPD", "symbols": ["H", "H", "H", "C", "H", "H", "H", "H", "H", "O", "H", "H", "H", "H", "H", "H", "O", "H", "O", "O", "O", "H", "O", "H", "H", "H", "O", "C", "H", "H", "H", "H", "H", "H", "C", "H", "H", "O", "H", "C", "O", "O", "C", "H", "H", "H", "O", "H", "H", "O", "H", "H", "H", "H", "H", "H", "O", "H", "O", "H", "H", "C", "C", "H", "O", "C", "O", "H", "O", "H", "H", "O", "H", "O", "C", "H", "H", "H", "H", "O", "H", "O", "H", "H", "H", "H", "H", "H", "N"], "xyz": [[0.505, -9.797, 12.770], [0.315, -15.863, 10.249], [-0.194, -6.414, 12.034], [-0.340, -13.100, 15.820], [-3.718, -15.692, 14.691], [1.790, -13.213, 11.077], [2.866, -8.037, 8.572], [-0.244, -14.963, 11.330], [1.607, -11.109, 19.958], [-2.968, -13.937, 12.675], [3.042, -10.652, 15.064], [1.101, -9.979, 15.466], [2.425, -16.619, 9.692], [-0.231, -7.774, 11.370], [-0.623, -10.283, 15.297], [3.306, -15.556, 14.149], [3.326, -8.776, 8.970], [0.581, -11.831, 19.112], [-4.019, -10.806, 13.694], [-0.285, -8.146, 18.182], [-0.393, -16.561, 15.178], [0.104, -15.732, 17.471], [-0.422, -15.285, 10.446], [1.752, -9.557, 11.608], [-2.445, -13.160, 12.872], [3.727, -6.150, 11.707], [2.388, -15.662, 9.688], [1.555, -12.155, 11.188], [2.441, -11.051, 7.538], [1.082, -14.207, 8.721], [2.708, -9.505, 8.908], [-2.877, -14.490, 13.451], [3.789, -11.320, 12.926], [2.163, -9.501, 13.283], [1.631, -11.555, 12.711], [-0.869, -13.289, 10.109], [-0.881, -10.081, 11.415], [-1.635, -12.717, 10.166], [-2.255, -9.457, 11.539], [3.085, -11.719, 14.843], [-0.866, -11.935, 13.028], [2.692, -15.625, 13.417], [1.980, -12.513, 15.559], [1.436, -11.990, 8.171], [2.144, -13.590, 15.601], [4.054, -12.123, 15.134], [-2.935, -15.312, 15.088], [0.093, -14.027, 13.010], [4.074, -9.543, 10.476], [2.445, -7.764, 15.777], [3.189, -16.062, 12.726], [0.664, -8.244, 18.113], [1.993, -12.283, 16.624], [-0.222, -15.993, 14.427], [3.237, -8.128, 15.383], [-0.231, -13.162, 16.902], [0.200, -14.974, 12.921], [-0.545, -7.736, 17.357], [1.550, -11.083, 7.887], [-1.234, -16.259, 15.521], [-3.114, -10.599, 13.459], [0.302, -10.676, 15.718], [1.547, -10.041, 12.563], [-3.975, -11.057, 14.617], [0.100, -6.884, 11.253], [2.974, -11.880, 13.384], [1.115, -11.927, 19.900], [-0.991, -15.073, 18.284], [3.327, -6.479, 12.512], [-0.212, -14.097, 15.398], [3.255, -7.424, 12.376], [4.661, -9.754, 11.202], [3.257, -15.390, 9.394], [-1.386, -9.306, 11.168], [0.578, -12.116, 15.103], [1.867, -8.518, 15.894], [0.586, -12.022, 10.707], [2.259, -11.666, 10.515], [0.772, -14.090, 7.244], [-0.078, -15.358, 18.333], [-3.106, -15.337, 16.029], [0.639, -13.648, 8.083], [-1.568, -12.313, 11.031], [1.134, -15.125, 13.067], [0.308, -10.757, 16.805], [-1.347, -12.811, 15.518], [3.239, -12.918, 13.181], [4.904, -10.668, 11.056], [0.517, -12.134, 13.527]], "gap_ev": 5.13, "e_lumo_ev": 1.31, "spin_multiplicity": 1, "charge": -1, "molar_mass_g_mol": 516.5}

=====

Name the least stable of them. version i.

=====

Version i
{"formula": "C6H18N6O12", "method": "ωB97M-V/def2-TZVPD", "symbols": ["C", "H", "O", "H", "C", "N", "H", "N", "H", "H", "O", "H", "H", "N", "H", "H", "H", "C", "C", "O", "H", "O", "O", "H", "N", "H", "H", "H", "O", "O", "H", "O", "C", "O", "N", "N", "C", "O", "H", "O", "O", "H"], "xyz": [[-10.270, -18.070, 8.593], [-6.987, -21.267, 11.378], [-5.264, -19.703, 9.727], [-10.571, -18.885, 7.945], [-6.908, -17.030, 11.986], [-12.724, -21.266, 10.885], [-6.084, -22.545, 10.395], [-5.252, -20.651, 10.465], [-14.111, -15.087, 6.862], [-12.978, -21.638, 8.859], [-12.886, -22.117, 11.718], [-11.148, -17.499, 8.883], [-7.877, -13.159, 10.045], [-9.725, -18.626, 9.856], [-7.934, -14.499, 11.271], [-11.390, -20.977, 9.334], [-11.823, -22.713, 9.701], [-13.171, -14.794, 7.318], [-6.473, -21.538, 10.462], [-12.985, -20.085, 11.022], [-6.021, -17.637, 11.929], [-9.973, -14.815, 8.954], [-12.651, -12.631, 6.638], [-12.331, -15.039, 6.678], [-13.142, -13.318, 7.519], [-9.526, -17.417, 8.152], [-7.122, -16.438, 11.106], [-7.778, -17.609, 12.286], [-5.989, -16.414, 14.031], [-4.353, -20.931, 11.228], [-7.033, -21.254, 9.583], [-9.782, -17.888, 10.821], [-12.163, -21.696, 9.575], [-13.596, -12.907, 8.552], [-8.852, -14.874, 9.428], [-6.679, -16.057, 13.112], [-8.475, -13.927, 10.526], [-9.243, -19.740, 9.830], [-9.381, -13.487, 10.921], [-7.216, -14.967, 13.033], [-7.992, -15.633, 9.052], [-13.074, -15.249, 8.296]], "gap_ev": 10.83, "e_lumo_ev": -0.40, "spin_multiplicity": 1, "charge": 0, "molar_mass_g_mol": 366.2}

=====

Version ii
{"formula": "C6H18N6O12", "method": "ωB97M-V/def2-TZVPD", "symbols": ["N", "O", "O", "H", "H", "O", "H", "H", "H", "H", "H", "O", "C", "H", "H", "H", "O", "N", "H", "C", "O", "C", "O", "H", "N", "C", "H", "O", "O", "O", "C", "N", "H", "O", "C", "O", "H", "N", "H", "H", "N", "H"], "xyz": [[1.949, -3.442, -3.682], [0.489, 1.603, -1.829], [-3.491, 1.085, 2.445], [-1.756, 0.539, -3.800], [1.190, -1.766, -2.658], [1.578, -4.602, -3.678], [2.366, -2.266, 0.686], [-4.140, -1.215, 1.892], [-2.653, -1.883, 2.609], [0.111, 1.705, 3.203], [-1.958, 0.970, 0.003], [2.319, 0.766, 0.835], [-3.498, -1.227, 2.767], [2.736, -2.407, -2.066], [-1.256, 2.221, -4.292], [0.577, 3.475, 3.197], [1.642, 2.165, 5.702], [-0.284, 0.886, -1.247], [-4.080, -1.422, 3.662], [1.745, -2.673, -2.427], [0.802, 1.342, -5.360], [-0.974, 1.419, -0.049], [-0.509, -0.279, -1.541], [1.044, -1.194, 0.344], [0.656, 2.475, 5.072], [-1.371, 1.184, -4.583], [1.291, -1.767, 2.018], [3.636, -0.452, 2.025], [-1.967, 0.228, 3.694], [2.474, -2.874, -4.605], [0.754, 2.485, 3.598], [-0.063, 0.601, -4.964], [-0.351, 1.183, 0.810], [-0.418, 2.770, 5.546], [1.779, -1.450, 1.104], [0.048, -0.598, -4.825], [1.207, -3.268, -1.700], [-2.943, 0.149, 2.972], [1.770, 2.197, 3.323], [-1.048, 2.500, -0.121], [2.661, -0.284, 1.339], [-2.065, 1.120, -5.419]], "gap_ev": 10.40, "e_lumo_ev": -0.52, "spin_multiplicity": 1, "charge": 0, "molar_mass_g_mol": 366.2}

=====

Name the least stable of them. version ii.

=====

Version i
{"formula": "C4H8O2", "method": "ωB97M-V/def2-TZVPD", "symbols": ["O", "C", "H", "H", "C", "H", "C", "O", "H", "H", "H", "H", "H", "C"], "xyz": [[0.791, 2.601, 0.318], [0.213, -1.450, -1.059], [0.625, 3.162, 1.063], [1.677, -1.112, -2.585], [1.159, -0.860, -1.706], [-2.183, 0.175, 2.434], [-1.190, -0.877, 1.056], [-1.788, 0.230, 1.497], [1.645, 2.454, 0.705], [-1.263, -1.783, 1.544], [-0.682, 0.481, -0.491], [1.552, 0.113, -1.528], [-0.024, -2.538, -1.148], [-0.532, -0.598, -0.100]], "gap_ev": [2.01, 5.63], "e_lumo_ev": [3.57, 3.49], "spin_multiplicity": 2, "charge": -1, "molar_mass_g_mol": 88.1}

=====

Version ii
{"formula": "C4H8O2", "method": "ωB97M-V/def2-TZVPD", "symbols": ["C", "H", "C", "H", "H", "O", "C", "H", "H", "C", "H", "H", "O", "H"], "xyz": [[-0.271, 1.631, -1.043], [-0.537, 2.489, -0.396], [0.427, -0.566, 0.208], [1.323, 0.029, 0.416], [0.803, 1.531, -0.773], [1.003, -2.090, 1.977], [0.093, -1.178, 1.608], [0.783, -1.393, -0.406], [-1.589, 0.299, 0.241], [-0.701, 0.273, -0.400], [-1.092, -0.283, -1.253], [-0.036, -0.284, 2.295], [-0.426, 1.792, -2.338], [-0.941, -1.603, 1.576]], "gap_ev": [6.02, 3.86], "e_lumo_ev": [3.71, 1.59], "spin_multiplicity": 2, "charge": -1, "molar_mass_g_mol": 88.1}

=====

Name the least stable of them. version i.